This record from the Open Molecules 2025 dataset describes a molecular structure, C39H86AsF6N11O3 in a non-equilibrium geometry. The level of theory is wB97M-V/def2-TZVPD.

- highest occupied orbital energy (eV) = -21.51
- multiplicity = 1
- orbital gap (eV) = 9.998
- ΔE to the lowest compared entry with this formula, charge and spin (kcal per mole) = 54.2
- charge = +6
- molecular weight (g mol⁻¹) = 946.10

XYZ file:
```
146
Properties=species:S:1:pos:R:3:lowdin_charge:R:1
As -9.10468 -1.68054 -9.10147 0.836
F -8.14666 -1.98271 -7.64661 -0.273
F -8.35500 -0.16012 -9.48288 -0.237
F -10.21831 -1.39997 -10.49247 -0.267
F -9.92223 -3.23722 -8.90127 -0.272
F -10.31584 -0.93088 -8.09935 -0.254
F -7.90609 -2.52063 -10.10749 -0.271
C -14.19746 -4.94607 -9.56915 0.007
N -14.80735 -4.12376 -10.63979 -0.349
C -14.22392 -4.58909 -11.96333 0.024
C -16.27688 -4.41445 -10.71783 0.006
C -14.72985 -2.61324 -10.48656 -0.083
C -13.35094 -2.00836 -10.32003 -0.229
O -12.55178 -2.23419 -11.47202 -0.089
H -14.40503 -6.00196 -9.72426 0.120
H -14.44843 -4.50617 -8.60689 0.118
H -13.11713 -4.89294 -9.73121 0.098
H -14.76346 -4.01879 -12.71743 0.121
H -14.46319 -5.64159 -12.09793 0.118
H -13.16349 -4.38118 -12.04969 0.084
H -16.76862 -3.83701 -11.49432 0.126
H -16.76340 -4.16442 -9.77096 0.119
H -16.47555 -5.48522 -10.75185 0.123
H -15.37975 -2.39729 -9.64113 0.144
H -15.12569 -2.12452 -11.37800 0.153
H -12.86368 -2.45274 -9.44333 0.109
H -13.40423 -0.92576 -10.18541 0.131
H -11.63048 -1.94429 -11.27197 0.054
C -6.67864 4.68941 -9.72594 0.023
N -5.99610 3.37973 -10.11454 -0.345
C -4.53391 3.53727 -9.85318 0.017
C -6.64132 2.24920 -9.38253 -0.008
C -6.10982 3.19800 -11.64545 -0.078
C -7.48755 2.85718 -12.21870 -0.198
O -8.25252 4.05108 -12.07493 -0.050
H -7.75269 4.57307 -9.61475 0.090
H -6.52554 5.47502 -10.46305 0.125
H -6.24867 5.04411 -8.78985 0.106
H -4.38040 3.77792 -8.80363 0.106
H -4.06298 4.23825 -10.53455 0.129
H -4.16120 2.52627 -10.02935 0.110
H -6.22742 1.29216 -9.68717 0.106
H -7.70685 2.27013 -9.58696 0.070
H -6.47854 2.49442 -8.33217 0.106
H -5.41118 2.38427 -11.85395 0.137
H -5.65302 4.06783 -12.11243 0.151
H -8.08052 2.05975 -11.76898 0.114
H -7.21252 2.59965 -13.24581 0.140
H -9.14530 3.89073 -12.40540 0.112
C -6.85008 -5.14864 -7.31625 0.023
N -5.41147 -4.84658 -7.66922 -0.338
C -5.26194 -3.33721 -7.62864 -0.009
C -4.46720 -5.40152 -6.64068 0.016
C -5.04912 -5.39352 -9.06510 -0.061
C -3.61743 -5.08850 -9.46097 -0.231
O -2.61884 -5.82485 -8.80608 -0.027
H -6.86320 -6.23319 -7.41212 0.118
H -7.42562 -4.60302 -8.06203 0.090
H -7.10536 -4.79931 -6.32244 0.078
H -4.22261 -3.01528 -7.63367 0.104
H -5.65077 -2.96152 -6.68323 0.083
H -5.80995 -2.93005 -8.47567 0.093
H -3.51000 -4.88731 -6.71039 0.112
H -4.44937 -6.48476 -6.70678 0.126
H -4.67835 -5.12216 -5.60260 0.113
H -5.78518 -4.91434 -9.71209 0.124
H -5.28491 -6.45385 -8.97894 0.145
H -3.37732 -4.03378 -9.31287 0.123
H -3.49926 -5.24229 -10.53718 0.132
H -2.32712 -6.59636 -9.30457 0.123
C -8.47393 0.51271 -4.61980 -0.050
C -7.15835 -0.25579 -4.50818 -0.145
N -5.94788 0.59556 -4.66010 -0.036
C -4.92759 0.38950 -5.56723 -0.001
C -4.00321 1.38968 -5.37237 0.007
N -4.50291 2.21408 -4.39929 -0.069
C -5.69531 1.73612 -4.02225 -0.006
C -3.94925 3.54232 -4.06072 0.054
H -8.67376 0.78630 -5.65672 0.066
H -8.41327 1.44051 -4.05060 0.079
H -9.26768 -0.10845 -4.21032 0.081
H -7.12810 -1.02656 -5.27228 0.103
H -7.05236 -0.54022 -3.46205 0.125
H -4.83940 -0.45686 -6.22375 0.117
H -3.01571 1.52225 -5.78374 0.150
H -6.38264 2.27423 -3.38998 0.173
H -3.29188 3.34710 -3.21421 0.122
H -4.74261 4.15227 -3.62649 0.107
H -3.55356 4.08911 -4.90821 0.111
C -11.33598 1.95775 -9.05064 -0.038
C -10.39803 2.64011 -8.02347 -0.165
N -11.04851 2.68012 -6.72931 -0.044
C -11.50418 1.57920 -6.04938 -0.054
C -12.16235 1.94309 -4.93929 0.018
N -12.10548 3.33520 -4.92454 -0.067
C -11.46450 3.75480 -6.01334 0.024
C -12.68598 4.18260 -3.84434 0.058
H -12.11330 2.70487 -9.19968 0.098
H -11.71846 0.98135 -8.76935 0.055
H -10.72017 1.75631 -9.92784 0.076
H -10.07477 3.61794 -8.37285 0.128
H -9.49722 2.03149 -7.88977 0.097
H -11.31064 0.60285 -6.46326 0.118
H -12.57867 1.38167 -4.12098 0.147
H -11.32812 4.78867 -6.28905 0.177
H -12.72280 5.23422 -4.11028 0.113
H -12.03617 4.15257 -2.96711 0.108
H -13.59942 3.68028 -3.54080 0.111
C -7.38395 -3.54445 -3.46242 -0.059
C -8.88860 -3.71374 -3.30450 -0.157
N -9.53680 -4.52533 -4.33202 -0.044
C -9.98724 -4.09396 -5.57595 0.002
C -10.39921 -5.21082 -6.21228 -0.014
N -10.38769 -6.26236 -5.30405 -0.067
C -9.77058 -5.83756 -4.19625 0.028
C -10.72317 -7.64210 -5.65163 0.041
H -7.06644 -2.69923 -2.85943 0.077
H -6.95634 -3.58562 -4.46253 0.047
H -6.91457 -4.43284 -3.02330 0.094
H -9.30491 -2.69864 -3.34659 0.115
H -9.22194 -3.88971 -2.28078 0.150
H -9.89803 -3.04590 -5.80403 0.125
H -10.79783 -5.34360 -7.20324 0.131
H -9.37749 -6.39426 -3.35878 0.188
H -10.23873 -8.28491 -4.91960 0.114
H -10.33375 -7.91020 -6.63099 0.106
H -11.80490 -7.75339 -5.62664 0.116
C -9.83257 -3.81205 -13.68612 -0.041
C -9.12837 -4.93237 -12.90477 -0.167
N -7.72236 -5.04531 -13.25753 -0.041
C -6.72006 -4.17647 -12.92158 -0.016
C -5.52922 -4.66725 -13.41325 0.018
N -5.85912 -5.84274 -14.06209 -0.080
C -7.16032 -6.07145 -13.91338 0.023
C -4.88807 -6.59051 -14.83570 0.028
H -9.97298 -4.05839 -14.73654 0.095
H -9.24852 -2.90008 -13.55171 0.078
H -10.82589 -3.58927 -13.29543 0.066
H -9.74466 -5.81449 -13.08566 0.132
H -9.27427 -4.79318 -11.83248 0.116
H -6.86281 -3.33634 -12.26235 0.115
H -4.48702 -4.43579 -13.27817 0.138
H -7.77955 -6.88592 -14.25613 0.183
H -5.15695 -7.64920 -14.87068 0.114
H -3.92111 -6.61746 -14.33819 0.109
H -4.81740 -6.30639 -15.88366 0.122
```